[1]
{
  "formula": "C23H23N3O",
  "method": "ωB97M-V/def2-TZVPD",
  "lumo_ev": 0.7,
  "smiles": "Cc1ccc(NCc2nc3ccccc3n2CCOc2ccccc2)cc1",
  "symbols": ["C", "C", "C", "C", "C", "N", "C", "C", "N", "C", "C", "C", "C", "C", "C", "N", "C", "C", "O", "C", "C", "C", "C", "C", "C", "C", "C", "H", "H", "H", "H", "H", "H", "H", "H", "H", "H", "H", "H", "H", "H", "H", "H", "H", "H", "H", "H", "H", "H", "H"],
  "coordinates": [[4.45678, 2.26250, 0.26539], [3.77076, 0.93353, 0.35809], [3.58340, 0.14100, -0.76582], [2.91449, -1.06657, -0.69005], [2.39358, -1.51524, 0.52427], [1.74083, -2.74242, 0.63141], [0.69746, -3.06575, -0.32457], [-0.55693, -2.30158, -0.01990], [-1.01811, -2.20319, 1.19393], [-2.15065, -1.43621, 1.10846], [-3.02606, -1.00820, 2.09871], [-4.09740, -0.23297, 1.71073], [-4.30831, 0.10874, 0.37415], [-3.45023, -0.30515, -0.62371], [-2.36474, -1.07453, -0.23983], [-1.32418, -1.64008, -0.94539], [-1.05716, -1.43309, -2.34123], [-0.15012, -0.21153, -2.60439], [-0.80851, 1.00537, -2.35333], [-0.89620, 1.49866, -1.07467], [-0.11307, 1.10374, 0.00109], [-0.31292, 1.67669, 1.24486], [-1.27861, 2.64718, 1.43091], [-2.04209, 3.06179, 0.35178], [-1.85349, 2.49546, -0.89154], [2.60803, -0.73221, 1.65929], [3.28538, 0.46680, 1.57416], [5.08049, 2.31744, -0.62377], [3.71582, 3.06147, 0.21122], [5.07652, 2.43981, 1.14191], [3.96815, 0.47075, -1.72102], [2.81315, -1.67140, -1.58018], [1.39288, -2.89384, 1.57242], [0.49146, -4.13906, -0.23963], [1.04848, -2.86221, -1.33608], [-2.86152, -1.27883, 3.12914], [-4.79571, 0.12025, 2.45499], [-5.16333, 0.71539, 0.11576], [-3.61727, -0.02685, -1.65336], [-2.01211, -1.27137, -2.84861], [-0.58624, -2.32494, -2.76339], [0.09127, -0.18754, -3.67158], [0.78218, -0.29528, -2.03624], [0.65233, 0.35143, -0.09840], [0.29906, 1.34707, 2.07075], [-1.43506, 3.07982, 2.40710], [-2.79470, 3.82534, 0.48084], [-2.44271, 2.80313, -1.74127], [2.22470, -1.07341, 2.61073], [3.43028, 1.06009, 2.46592]],
  "forces_ev_per_angstrom": [[-0.1, 0.0, 0.0], [0.1, 0.0, 0.0], [0.0, 0.1, 0.1], [-0.1, -0.2, 0.1], [0.2, 0.2, -0.1], [0.1, -0.5, 0.2], [0.1, 0.0, 0.0], [-0.1, 0.1, 0.0], [0.5, -0.3, 0.2], [-0.2, 0.2, -0.7], [0.0, 0.0, -0.1], [-0.1, 0.0, 0.2], [-0.1, 0.0, -0.2], [-0.1, 0.0, -0.1], [-0.3, -0.2, 0.6], [-0.1, -0.2, 0.3], [0.4, 0.5, -0.4], [-0.1, -0.5, -0.1], [-0.2, 0.1, 0.1], [-0.1, 0.4, 0.2], [0.2, -0.1, -0.3], [-0.1, 0.1, 0.0], [0.0, 0.1, 0.2], [0.0, 0.0, 0.0], [0.2, -0.1, -0.2], [-0.1, -0.1, -0.1], [0.0, 0.0, -0.1], [0.1, 0.1, 0.0], [0.0, 0.1, 0.0], [0.1, 0.1, 0.0], [0.1, 0.0, -0.1], [0.0, -0.1, -0.1], [0.0, 0.1, -0.1], [0.0, 0.2, -0.2], [0.0, -0.1, 0.1], [0.0, 0.0, 0.1], [-0.1, 0.0, 0.1], [-0.1, 0.1, 0.0], [0.0, 0.1, -0.1], [0.1, -0.1, 0.0], [-0.1, 0.1, 0.0], [0.0, 0.0, 0.1], [-0.1, 0.0, -0.1], [0.1, -0.1, 0.0], [0.1, -0.1, 0.1], [0.0, 0.0, 0.1], [-0.1, 0.1, 0.0], [-0.1, 0.0, -0.1], [-0.1, 0.0, 0.1], [0.0, 0.1, 0.1]]
}

[2]
{
  "formula": "C23H23N3O3",
  "method": "ωB97M-V/def2-TZVPD",
  "lumo_ev": -0.6,
  "smiles": "Cc1cccc([N+](=O)[O-])c1NC(=O)CN(Cc1ccccc1)Cc1ccccc1",
  "symbols": ["C", "C", "C", "C", "C", "C", "N", "O", "O", "C", "N", "C", "O", "C", "N", "C", "C", "C", "C", "C", "C", "C", "C", "C", "C", "C", "C", "C", "C", "H", "H", "H", "H", "H", "H", "H", "H", "H", "H", "H", "H", "H", "H", "H", "H", "H", "H", "H", "H", "H", "H", "H"],
  "coordinates": [[-3.22218, -3.04798, -0.56625], [-3.61678, -1.61999, -0.37857], [-4.93195, -1.31180, -0.06327], [-5.38194, -0.00288, 0.02548], [-4.51429, 1.02692, -0.25408], [-3.18318, 0.75299, -0.56891], [-2.36800, 1.87838, -0.89580], [-2.75891, 2.97864, -0.57253], [-1.32609, 1.69493, -1.51396], [-2.69913, -0.57288, -0.57979], [-1.35163, -0.81937, -0.81085], [-0.53236, -1.62977, -0.05701], [-0.91905, -2.32321, 0.84955], [0.91325, -1.56352, -0.53005], [1.81494, -1.89317, 0.54315], [1.65493, -1.10205, 1.76391], [1.00480, 0.24703, 1.58160], [1.64509, 1.27295, 0.89473], [1.03183, 2.50200, 0.72779], [-0.22880, 2.72922, 1.25209], [-0.87711, 1.71343, 1.93447], [-0.26549, 0.48229, 2.09552], [3.17746, -2.18494, 0.13258], [3.97580, -0.99402, -0.34254], [3.82001, -0.50346, -1.63463], [4.49238, 0.63446, -2.04438], [5.34178, 1.29259, -1.17129], [5.52381, 0.80012, 0.10974], [4.84383, -0.33349, 0.52001], [-2.56040, -3.14908, -1.42460], [-4.10332, -3.66563, -0.71749], [-2.67972, -3.41257, 0.30534], [-5.62745, -2.12200, 0.09820], [-6.40980, 0.20450, 0.27653], [-4.83856, 2.05610, -0.25150], [-0.89305, -0.06742, -1.32435], [1.10562, -0.57686, -0.98810], [1.02571, -2.32684, -1.30977], [1.04008, -1.69303, 2.45412], [2.63820, -0.96451, 2.21869], [2.63504, 1.11418, 0.49391], [1.54256, 3.28567, 0.18848], [-0.70990, 3.68666, 1.12011], [-1.86408, 1.88077, 2.34313], [-0.77780, -0.30685, 2.62721], [3.67803, -2.64772, 0.98774], [3.11901, -2.93106, -0.66657], [3.17503, -1.02170, -2.32992], [4.35511, 1.00671, -3.04904], [5.86626, 2.18085, -1.49073], [6.19477, 1.30095, 0.79236], [4.99403, -0.71257, 1.52149]],
  "forces_ev_per_angstrom": [[0.1, -0.2, 0.2], [0.0, 0.1, 0.0], [0.1, 0.2, 0.0], [0.1, -0.1, 0.0], [0.2, 0.1, -0.1], [-1.0, -1.1, 0.4], [0.5, 0.6, -0.3], [0.0, 0.2, 0.0], [0.0, 0.2, -0.1], [-0.3, 0.2, 0.1], [0.4, 0.1, -0.5], [-0.1, 0.2, -0.4], [0.1, -0.1, 0.3], [0.2, -0.2, 0.2], [-0.1, 0.0, -0.3], [-0.1, -0.2, 0.3], [0.0, 0.1, 0.1], [0.0, 0.0, 0.0], [0.1, 0.1, 0.0], [-0.1, 0.1, 0.1], [-0.1, 0.1, 0.1], [0.1, 0.0, 0.1], [-0.1, -0.1, 0.0], [0.1, -0.1, 0.0], [0.0, 0.0, 0.0], [0.0, 0.0, -0.1], [0.0, 0.1, 0.0], [0.0, 0.1, 0.1], [0.0, -0.1, 0.0], [0.1, -0.1, -0.1], [-0.1, 0.0, -0.1], [0.0, -0.1, -0.1], [0.0, -0.1, 0.0], [-0.1, 0.0, 0.0], [0.0, 0.0, 0.0], [-0.1, -0.3, 0.2], [-0.1, -0.1, 0.0], [0.0, 0.1, 0.0], [0.1, 0.2, 0.0], [0.0, 0.0, 0.0], [0.1, 0.0, -0.1], [0.0, 0.1, -0.1], [0.0, 0.1, 0.0], [-0.1, 0.0, 0.0], [0.0, -0.1, 0.0], [0.1, 0.0, -0.1], [0.1, 0.0, 0.1], [-0.1, -0.1, -0.1], [0.0, 0.0, -0.1], [0.0, 0.1, 0.0], [0.1, 0.0, 0.0], [0.0, -0.1, 0.1]]
}

[3]
{
  "formula": "C23H23N4O8PReS",
  "method": "ωB97M-V/def2-TZVPD",
  "lumo_ev": [-1.2, -0.8],
  "spin_multiplicity": 2,
  "s_squared": 0.754,
  "symbols": ["Re", "N", "C", "C", "O", "N", "C", "C", "O", "O", "H", "H", "H", "H", "H", "H", "O", "S", "O", "O", "C", "C", "C", "C", "C", "C", "P", "C", "C", "C", "C", "C", "C", "C", "C", "C", "C", "C", "C", "H", "H", "H", "H", "H", "H", "H", "H", "H", "H", "H", "H", "H", "H", "N", "N", "C", "O", "O", "H", "H", "H"],
  "coordinates": [[2.67173, 0.66558, -0.03459], [3.25165, 2.69047, 0.37275], [4.68132, 2.69262, 0.73482], [4.94098, 1.46902, 1.59668], [5.77516, 1.43284, 2.46636], [4.11462, 0.40236, 1.24307], [3.94149, -0.66702, 2.20335], [2.42120, -0.81589, 2.40930], [1.94391, -1.54574, 3.23476], [1.72455, -0.08351, 1.54743], [2.66455, 3.04932, 1.12539], [3.04156, 3.27703, -0.43442], [5.26590, 2.60866, -0.18198], [4.98759, 3.58669, 1.27381], [4.32299, -1.61708, 1.82219], [4.43960, -0.46036, 3.14903], [0.75667, 3.47877, -1.45297], [0.21217, 2.46685, -0.58208], [0.33139, 2.72343, 0.83132], [0.83358, 1.09874, -0.90741], [-1.49219, 2.21395, -1.01821], [-2.04409, 3.13474, -1.89683], [-3.35581, 2.97776, -2.31358], [-4.09339, 1.89267, -1.86766], [-3.52767, 0.97202, -0.99784], [-2.22148, 1.11930, -0.53941], [-1.42539, -0.07668, 0.62183], [-2.88226, -0.65178, 1.57618], [-3.10585, 0.02636, 2.77392], [-4.19680, -0.28695, 3.57158], [-5.06519, -1.29936, 3.19078], [-4.83886, -1.99768, 2.01240], [-3.75541, -1.67475, 1.20898], [-1.12164, -1.47528, -0.51948], [-1.00470, -1.30364, -1.90035], [-0.58184, -2.35166, -2.71331], [-0.26717, -3.58351, -2.15791], [-0.37878, -3.76430, -0.78306], [-0.79566, -2.72003, 0.02844], [-1.43496, 3.95423, -2.25115], [-3.79373, 3.69461, -2.99537], [-5.11535, 1.75918, -2.19858], [-4.11676, 0.13191, -0.65503], [-2.41257, 0.80196, 3.07865], [-4.35971, 0.25019, 4.49683], [-5.91216, -1.55159, 3.81560], [-5.50800, -2.79630, 1.71821], [-3.58172, -2.23237, 0.29575], [-1.24796, -0.34733, -2.34705], [-0.50739, -2.20134, -3.78365], [0.05367, -4.40111, -2.79043], [-0.13714, -4.72206, -0.34023], [-0.85563, -2.86469, 1.10121], [2.24053, -1.24578, -0.99271], [3.01102, -1.30716, -2.17372], [3.55328, -0.10898, -2.65820], [4.00435, -0.03900, -3.76575], [3.56081, 0.87795, -1.75975], [2.46788, -2.04148, -0.40354], [1.23758, -1.27085, -1.19825], [2.68554, -1.94396, -2.88610]],
  "forces_ev_per_angstrom": [[0.5, -0.2, -0.4], [-0.2, 0.1, 0.0], [0.0, 0.0, 0.0], [0.0, -0.1, -0.1], [0.0, 0.0, 0.0], [0.1, 0.1, 0.1], [0.0, 0.0, 0.0], [0.1, -0.1, 0.0], [0.0, 0.0, -0.1], [-0.1, 0.0, 0.0], [0.0, 0.0, 0.0], [0.0, 0.0, 0.0], [0.0, 0.0, 0.0], [0.0, 0.0, 0.0], [0.0, 0.0, 0.0], [0.0, 0.0, 0.0], [0.0, -0.1, 0.0], [0.1, 0.1, -0.1], [0.0, 0.1, 0.1], [-0.3, 0.0, 0.4], [0.1, -0.1, -0.1], [0.0, 0.0, 0.0], [0.0, 0.0, 0.0], [0.0, 0.0, 0.0], [0.0, 0.1, 0.1], [0.1, 0.0, -0.1], [-0.2, 0.0, 0.2], [0.0, 0.0, -0.1], [0.0, 0.0, 0.0], [0.0, 0.0, 0.0], [0.0, 0.0, 0.0], [0.0, 0.0, 0.0], [0.1, 0.0, 0.0], [0.1, 0.1, -0.1], [-0.1, -0.1, 0.0], [0.0, 0.0, 0.0], [0.0, 0.0, 0.0], [0.0, 0.0, 0.0], [0.1, 0.0, 0.0], [0.0, 0.0, 0.0], [0.0, 0.0, 0.0], [0.0, 0.0, 0.0], [0.0, 0.0, 0.0], [0.0, 0.0, 0.0], [0.0, 0.0, 0.0], [0.0, 0.0, 0.0], [0.0, 0.0, 0.0], [0.0, 0.0, 0.0], [0.0, 0.0, 0.0], [0.0, 0.0, 0.0], [0.0, 0.0, 0.0], [0.0, 0.0, 0.0], [0.0, 0.0, 0.0], [0.0, 0.1, 0.0], [0.0, 0.0, -0.1], [0.1, -0.1, 0.0], [0.0, 0.0, 0.0], [-0.1, 0.1, 0.0], [0.0, 0.0, 0.0], [0.0, -0.1, 0.0], [0.0, 0.0, 0.0]]
}

Record-wise energy relative to the best compared isomer or geometry (same formula, charge and spin) values, in kJ/mol: 44.9 346.9 16.8
Record-wise strongest force on any atom values, in eV/A: 0.8 1.5 0.7